Record 1
72
Properties=species:S:1:pos:R:3 method="wB97M-V/def2-TZVPD" homo_lumo_gap_ev=6.14 homo_ha=-0.5858 e_above_lowest_kcal_mol=0.0 e_lumo_ev=-9.8 spin_multiplicity=1 charge=+3
Rh -0.11 0.01 -0.14
C 2.38 1.33 -0.89
C 1.49 2.54 -0.60
N 0.24 2.15 0.12
C 0.19 2.53 1.57
C -0.38 1.42 2.42
N 0.16 0.12 2.00
C 1.57 -0.13 2.41
C 2.55 0.42 1.39
N 2.05 0.21 0.01
H 3.44 1.60 -0.82
H 2.21 1.00 -1.91
H 1.24 3.01 -1.55
H 2.01 3.30 -0.01
H -0.55 2.58 -0.36
H -0.41 3.43 1.71
H 1.20 2.78 1.89
H -1.46 1.36 2.30
H -0.19 1.62 3.48
H -0.41 -0.60 2.44
H 1.71 -1.20 2.48
H 1.76 0.30 3.39
H 3.52 -0.07 1.53
H 2.73 1.49 1.53
H 2.50 -0.62 -0.38
C -0.38 0.31 -6.51
C -0.25 0.28 -5.02
C -0.98 1.14 -4.20
C -0.86 1.05 -2.83
N -0.03 0.18 -2.22
C 0.71 -0.62 -3.01
C 0.62 -0.60 -4.38
H -0.89 1.20 -6.86
H -0.95 -0.56 -6.84
H 0.60 0.25 -6.99
H -1.65 1.87 -4.62
H -1.46 1.69 -2.19
H 1.42 -1.26 -2.52
H 1.24 -1.28 -4.96
N -6.30 -0.23 -0.43
C -4.99 -0.09 -0.45
C -4.15 -0.92 -1.23
C -2.80 -0.78 -1.16
N -2.16 0.12 -0.37
C -2.97 0.98 0.31
C -4.33 0.91 0.31
H -6.77 -0.93 -0.98
H -6.89 0.38 0.13
H -4.58 -1.65 -1.90
H -2.16 -1.38 -1.79
H -2.48 1.77 0.86
H -4.90 1.63 0.88
C 0.91 -3.03 1.23
C 0.87 -4.59 1.22
N -0.14 -5.02 0.28
C 0.21 -4.63 -1.06
C 0.31 -3.07 -1.10
N -0.05 -2.51 0.23
C -1.42 -2.96 0.60
C -1.45 -4.53 0.65
H 1.92 -2.67 0.99
H 0.63 -2.67 2.22
H 0.61 -4.96 2.22
H 1.84 -5.00 0.94
H -0.55 -4.98 -1.76
H 1.17 -5.07 -1.33
H -0.36 -2.67 -1.86
H 1.34 -2.78 -1.33
H -2.13 -2.60 -0.12
H -1.67 -2.55 1.58
H -2.19 -4.91 -0.04
H -1.69 -4.87 1.66

Record 2
75
Properties=species:S:1:pos:R:3 method="wB97M-V/def2-TZVPD" homo_lumo_gap_ev="4.19 / 3.82" homo_ha="-0.0266 / -0.0256" e_above_lowest_kcal_mol=211.6 e_lumo_ev="3.5 / 3.1" spin_multiplicity=1 charge=-2
Pb 0.13 1.04 -0.09
C -1.41 3.30 -1.90
Si -2.17 3.58 -0.23
C -1.70 5.32 0.34
C -4.05 3.43 -0.38
N -1.55 2.36 0.85
C -1.77 2.31 2.19
C -2.69 3.15 2.88
C -2.88 3.10 4.24
C -2.18 2.19 5.03
C -1.30 1.33 4.40
C -1.10 1.39 3.03
O -0.20 0.46 2.46
C 1.10 0.48 2.93
C 1.81 -0.70 2.83
C 3.14 -0.75 3.23
C 3.75 0.39 3.74
C 3.03 1.57 3.85
C 1.70 1.62 3.46
H -2.14 3.45 -2.70
H -1.09 2.26 -2.02
H -0.57 3.95 -2.13
H -2.25 6.06 -0.27
H -0.64 5.49 0.16
H -1.92 5.52 1.39
H -4.41 4.15 -1.13
H -4.59 3.63 0.55
H -4.33 2.43 -0.72
H -3.23 3.88 2.29
H -3.59 3.78 4.71
H -2.32 2.15 6.10
H -0.73 0.60 4.97
H 1.32 -1.58 2.43
H 3.69 -1.67 3.12
H 4.79 0.35 4.04
H 3.50 2.46 4.24
H 1.13 2.54 3.53
C -0.88 -3.29 0.58
Si -1.91 -3.86 -0.91
C -3.46 -2.76 -0.87
C -2.46 -5.57 -0.42
C -0.56 -4.02 -2.24
Te -0.78 -1.95 -2.10
C 1.66 -2.12 -1.23
Si 3.14 -1.70 -2.32
C 3.69 0.08 -2.08
C 2.69 -2.27 -4.07
C 4.54 -2.79 -1.64
H -1.17 -3.98 1.40
H -1.02 -2.26 0.91
H 0.17 -3.48 0.39
H -4.28 -3.43 -0.56
H -3.76 -2.28 -1.79
H -3.32 -2.00 -0.10
H -2.95 -5.53 0.56
H -1.56 -6.18 -0.33
H -3.14 -6.01 -1.15
H -0.86 -4.61 -3.10
H 0.24 -4.47 -1.66
H 1.67 -3.19 -1.02
H 1.72 -1.61 -0.27
H 2.85 0.68 -1.74
H 4.09 0.54 -2.98
H 4.47 0.13 -1.30
H 1.68 -2.67 -4.04
H 3.35 -3.06 -4.45
H 2.69 -1.45 -4.79
H 4.63 -2.65 -0.56
H 5.51 -2.55 -2.10
H 4.33 -3.85 -1.82
Se 2.07 3.74 -3.86
Sb 0.91 1.67 -4.54
Se 0.20 -0.10 -3.18
Se -0.95 2.70 -5.73
Se 2.51 1.14 -6.30

Record 3
82
Properties=species:S:1:pos:R:3 method="wB97M-V/def2-TZVPD" homo_lumo_gap_ev="2.01 / 1.75" homo_ha="-0.2064 / -0.2079" e_lumo_ev="-3.6 / -3.9" spin_multiplicity=2 charge=0
C 3.33 -2.48 -3.85
C 2.49 -2.91 -4.78
C 1.42 -2.13 -5.51
N 0.20 -2.14 -4.59
C -0.45 -3.47 -4.64
C -1.47 -3.78 -3.76
C -0.68 -1.03 -5.01
Br -1.61 -1.33 -6.70
C -0.84 0.08 -4.29
C -1.65 1.20 -4.73
Br 0.03 0.32 -2.58
H 4.00 -1.61 -3.92
H 3.44 -3.09 -2.96
H 2.60 -3.95 -5.06
H 1.70 -1.10 -5.73
H 1.11 -2.63 -6.42
H 0.58 -2.03 -3.62
H -0.02 -4.15 -5.35
H -1.22 -3.99 -2.73
H -2.50 -3.86 -4.07
H -1.07 2.11 -4.60
H -2.61 1.26 -4.23
H -1.82 1.15 -5.87
C 0.28 5.72 -4.73
C -1.11 5.29 -4.60
N -2.19 4.96 -4.50
H 0.36 6.79 -4.50
H 0.91 5.17 -4.03
H 0.64 5.54 -5.74
F 2.55 -6.21 -3.75
Al 2.73 -5.72 -2.13
F 3.37 -6.99 -1.20
F 1.23 -5.24 -1.54
F 3.78 -4.37 -2.10
Li 0.13 7.27 -6.92
Br -1.53 2.16 -7.57
K 1.58 0.68 -6.04
C -0.80 -2.58 3.53
C 0.48 -1.82 3.94
C 0.15 -0.76 4.99
C -0.58 0.46 4.43
C 0.18 1.04 3.24
C 0.49 0.00 2.16
N 1.12 -1.22 2.73
O 2.34 -0.94 3.01
C -0.82 -0.36 1.43
C 1.37 0.63 1.10
C 1.37 -2.88 4.57
H -1.71 -1.99 3.68
H -0.76 -2.90 2.49
H -0.93 -3.48 4.12
H 1.08 -0.41 5.46
H -0.45 -1.21 5.79
H -1.60 0.20 4.14
H -0.67 1.22 5.20
H -0.40 1.86 2.80
H 1.11 1.49 3.60
H -0.74 -1.21 0.66
H -1.18 0.52 0.88
H -1.63 -0.64 2.11
H 2.29 1.04 1.51
H 0.83 1.46 0.62
H 1.63 -0.09 0.32
H 1.63 -3.65 3.85
H 0.85 -3.35 5.40
H 2.30 -2.46 4.98
C -3.52 5.09 5.77
C -2.26 5.16 6.62
C -1.82 3.70 6.66
O -2.25 3.11 5.43
C -3.15 4.01 4.76
H -3.79 6.03 5.30
H -4.36 4.76 6.38
H -1.50 5.76 6.12
H -2.42 5.58 7.61
H -2.31 3.16 7.48
H -0.74 3.58 6.76
H -2.62 4.43 3.90
H -4.01 3.45 4.40
Br 0.48 -2.40 -0.37
F 4.24 -8.56 -0.46
Na 5.38 -0.36 -4.77

What is the charge in the third record? 0